Formula: C15H9AsBr2NO7PtS
Source: the OMol25 dataset
Level of theory: ωB97M-V with the def2-TZVPD basis set

Calculated values
* energy relative to the best compared isomer or geometry (same formula, charge and spin): 0.0 kcal/mol
* <S²>: 2.005
* molecular weight: 777.11 g mol⁻¹
* 2S+1: 3
* net charge: -1
* orbital gap (spin up / spin down): 0.269 / 0.266 Eh
* largest force on an atom: 0.247 eV Å⁻¹

The geometry in XYZ format:
```
37
C15H9AsBr2NO7PtS (ωB97M-V with the def2-TZVPD basis set)
C -2.875 -1.842 0.030
O -3.372 -0.696 0.366
O -0.466 3.191 -2.147
H 2.157 -1.881 -1.449
H 2.678 1.021 2.333
C -3.596 -3.029 0.039
Br -5.407 -2.983 0.566
C 2.165 2.429 -1.215
H 4.432 0.692 0.598
O 1.000 1.749 3.897
H 4.090 1.612 -1.681
Br -0.999 -6.022 -1.198
C 1.117 -1.942 -1.162
C 1.366 2.088 1.044
N -0.812 -0.778 -0.423
Pt -2.048 0.902 0.330
As 0.137 2.126 2.573
S -0.280 3.480 -0.749
C -3.025 -4.254 -0.326
C 0.449 -3.132 -1.149
H 1.982 2.820 -2.207
C 1.185 2.597 -0.243
C 3.523 1.227 0.356
C 2.546 1.403 1.328
O -0.096 4.857 -0.370
H 0.945 -4.052 -1.430
O -1.345 2.876 0.119
C -1.504 -1.946 -0.394
H -3.635 -5.146 -0.294
C 3.334 1.744 -0.917
H -0.829 4.079 1.881
C -0.910 -3.171 -0.762
C -1.717 -4.330 -0.715
H 0.950 0.190 -0.799
C 0.444 -0.765 -0.791
O -0.412 3.787 2.704
O -1.172 1.100 2.257
```

***

Formula: C34H47F12NO14
Source: the OMol25 dataset
Level of theory: ωB97M-V with the def2-TZVPD basis set

Calculated values
* SMILES string: CCOCC1=C(C[C@@H](C)O)C(=O)C(CCCCOC=O)=C(CN)C1=O.CCOC(=O)C(F)(F)F.CCOC(=O)C(F)(F)F.CCOC(=O)C(F)(F)F.CCOC(=O)C(F)(F)F
* molecular weight: 921.72 g mol⁻¹
* orbital gap: 0.315 Eh
* largest force on an atom: 1.734 eV Å⁻¹

The geometry in XYZ format:
```
108
C34H47F12NO14 (ωB97M-V with the def2-TZVPD basis set)
H 7.229 -3.669 -1.644
C 0.339 -1.154 -2.330
C 0.327 -0.658 -6.758
F -4.234 6.404 -4.981
H 1.766 4.018 3.109
H 3.588 1.973 0.992
H -3.673 1.541 -7.310
H -2.486 3.853 -0.015
C 7.028 -2.601 -1.619
H -3.189 1.337 -0.348
C -1.514 1.390 0.924
H -0.708 0.569 -3.132
H -2.551 3.073 4.084
H 0.220 -4.277 3.933
C -0.012 -6.235 1.430
H -2.723 1.614 -5.830
H -1.936 1.217 -7.355
C -2.706 1.831 -6.897
C -3.909 -0.589 2.370
F 3.161 -0.209 -0.425
H -3.737 -0.455 5.324
F -0.482 -1.367 -7.536
O -2.543 3.704 -4.561
H 9.068 -2.029 -1.307
O 3.192 2.618 2.927
C -4.500 5.124 -4.687
O 1.549 2.332 -0.409
H -3.577 1.766 1.309
C 0.324 1.730 4.226
C 0.687 2.307 0.447
C -3.379 4.220 -5.242
O -1.018 -0.223 2.620
H 6.951 -2.243 -2.645
H 2.919 0.159 3.134
C 5.084 -1.358 -1.185
C 1.017 -7.238 0.862
C -0.433 -4.795 3.235
H -0.383 3.310 -1.582
F 2.894 -2.241 -1.116
C -0.813 0.875 2.140
H 0.489 0.687 4.508
O -3.928 -2.207 4.248
H -1.725 3.064 6.671
H -2.469 -0.971 0.838
O 5.737 -2.488 -0.978
C 3.883 1.760 2.020
O -1.012 -5.933 0.849
H -1.229 -6.182 4.679
H -0.376 -1.884 -2.708
F 0.375 0.599 -7.229
C -0.782 2.678 6.284
C 2.131 3.342 2.337
H -4.180 -2.713 2.308
H 1.329 -1.593 -2.381
O 0.417 -5.773 2.590
O -3.475 4.117 -6.558
H 0.098 -0.945 -1.288
H -4.982 -0.398 2.420
H -2.541 -2.223 2.712
H 4.944 1.999 2.099
H -1.477 3.592 -6.691
O -2.285 -1.780 5.718
C -0.751 2.109 0.092
H -0.437 1.895 6.956
C -1.588 -5.447 3.958
F -5.682 4.809 -5.222
H 8.133 -2.219 0.186
H -2.160 -4.685 4.489
C -3.264 -1.430 5.133
C -3.594 -1.981 2.863
C -3.367 -0.364 0.959
C 3.655 0.280 2.344
O 0.697 -0.090 -4.510
F -4.586 5.003 -3.369
F 1.410 -8.112 1.793
C -0.216 -0.605 -5.311
O -1.598 3.183 4.067
O 5.429 -0.424 -1.846
C 0.286 0.124 -3.136
H -1.679 1.300 4.895
C -2.428 3.297 -7.132
H -2.255 -5.957 3.263
H -0.773 -4.075 2.492
C 0.989 2.461 1.892
H 3.343 -0.267 1.454
O -1.335 -0.924 -5.035
F 0.497 -7.912 -0.156
C 8.096 -1.863 -0.844
H -2.403 3.544 -8.191
H 2.493 3.933 1.492
H -4.073 -0.706 0.203
F 1.550 -1.181 -6.824
H -2.169 4.533 -1.453
H 4.584 -0.183 2.673
F 2.097 -6.578 0.426
C -2.970 1.100 0.690
F 3.849 -1.855 0.791
H -1.455 1.971 -1.932
H 0.988 0.859 -2.749
H 1.158 2.326 4.585
C 0.229 1.765 2.736
C -1.223 2.738 -1.189
C 3.722 -1.413 -0.460
H -3.436 0.148 3.024
H -0.080 3.509 6.251
C -0.996 2.153 4.879
H 7.901 -0.792 -0.828
N -2.370 3.651 -1.001
```

***

Formula: C80H175N13O12
Source: the OMol25 dataset
Level of theory: ωB97M-V with the def2-TZVPD basis set

Calculated values
* SMILES string: CC1(C)CCCC(C)(C)N1O.CC1(C)CCCC(C)(C)N1O.CC1(C)CCCC(C)(C)N1O.CC1(C)CCCC(C)(C)N1O.CC1(C)CCCC(C)(C)N1O.CC1(C)CCCC(C)(C)N1O.CC1(C)CCCC(C)(C)N1O.CC1(C)CCCC(C)(C)N1O.COCCNCCOC.NC(N)=O.NC(N)=O
* molecular weight: 1511.36 g mol⁻¹
* orbital gap: 0.292 Eh
* largest force on an atom: 4.053 eV Å⁻¹

The geometry in XYZ format:
```
280
C80H175N13O12 (ωB97M-V with the def2-TZVPD basis set)
C 8.924 5.680 -0.903
H 8.381 2.114 9.884
H -1.682 -7.934 4.196
H 8.520 -3.336 -4.746
H -6.477 -3.496 -1.710
H 6.098 0.349 -6.724
C 9.678 -0.152 -7.169
H -9.376 6.029 -7.197
C 0.982 -10.340 -0.010
N 2.713 -8.670 -0.668
C -6.862 -5.050 -3.225
C -6.999 -7.169 -0.518
H 2.064 8.073 -4.920
O 2.061 2.966 -0.098
H 3.839 -9.721 -3.270
C -7.986 5.800 -4.731
H 1.447 7.313 -2.487
H -9.513 5.547 2.440
C 8.039 -2.935 -8.125
C 6.310 2.595 11.743
H -5.192 -8.115 -4.051
O 0.962 -7.699 6.004
O 3.209 6.889 -6.306
H -2.756 -8.308 5.487
H -5.455 3.813 -5.675
H 0.781 2.666 3.564
H 2.752 6.496 -8.200
C -7.123 3.596 -3.978
N 6.893 2.995 9.315
N 0.120 -6.573 6.063
H -1.632 8.729 -0.597
C -6.820 4.449 -8.195
H -5.142 -3.835 -2.809
C 8.379 -2.352 -6.710
H -0.571 -8.453 -0.436
H 5.155 0.805 9.727
H 7.701 4.648 0.191
H 4.921 6.139 -5.354
H -8.926 6.643 3.508
H 0.058 -5.347 8.710
H -8.376 3.845 7.640
C 5.031 -8.283 -1.486
N -8.739 4.855 6.180
C 0.388 -8.179 -0.876
H -0.213 -3.842 5.296
H 4.235 5.838 9.058
H 8.334 1.518 -7.398
H 1.723 0.365 3.004
H 4.014 7.658 -7.983
C -8.697 2.952 -8.648
H 1.780 -4.868 4.866
H -3.128 -5.798 6.226
C 4.729 4.871 8.961
H -9.548 -4.864 -2.574
H -5.934 6.320 4.879
H -6.058 -6.620 -0.543
H -0.124 -0.780 0.672
H 1.754 -11.105 -0.096
H -1.770 -0.384 0.818
H -1.992 -5.506 4.857
H 1.331 -8.116 -3.645
H -0.493 7.413 -0.915
H -6.566 -3.550 -4.611
H 4.167 4.274 10.945
H 7.853 -2.134 -8.841
H -12.043 5.041 6.453
H 0.307 -9.987 -2.648
H 9.087 -0.342 -9.269
H 4.179 2.047 8.864
H -1.295 1.984 1.451
H -8.900 5.641 -4.160
H 0.150 -3.308 6.974
C 1.921 -9.031 -3.598
H -8.188 -3.318 -3.898
C -5.992 4.749 -5.826
C 4.258 7.003 -5.411
C -1.723 -8.030 5.281
H -11.197 5.862 4.105
H 0.312 -7.733 -1.867
C 6.894 3.688 8.014
H -6.803 2.579 -4.205
H 4.028 4.231 8.427
C 7.032 -0.146 -6.988
H -6.667 2.880 5.173
C 3.593 7.268 -4.031
C -2.089 -5.647 5.934
N -8.267 3.657 -6.279
H -6.302 3.959 -3.360
H -6.322 3.491 -8.337
C -7.020 -8.083 -2.835
H -5.176 -7.261 -2.522
H 0.110 3.657 2.332
H -0.684 -0.245 -1.508
H 2.315 8.623 -1.910
H 7.472 -1.216 -5.167
C 4.690 1.789 9.791
C 3.652 6.697 -7.619
H 9.230 -4.242 -5.985
H 10.160 1.092 -8.863
C 0.978 -5.407 8.129
H 7.255 -1.928 0.451
H -0.309 8.730 -3.570
C -8.003 4.779 3.836
C -11.078 4.610 6.719
H 1.846 -0.418 -1.028
H -9.397 2.626 -5.193
H -9.895 -7.254 -1.147
N 6.724 -1.069 0.440
C -6.004 -6.021 -4.064
O 9.756 6.561 -1.005
C -6.905 6.391 5.369
C -5.941 -4.293 -2.226
H -6.122 6.369 -7.304
C -0.565 1.181 1.555
H 1.919 -9.481 -4.591
C -9.116 5.366 -8.022
H 2.034 -0.141 1.310
H -1.167 -8.942 5.497
H 2.921 1.162 2.006
H 8.476 4.467 6.682
H -4.911 5.191 -7.572
H -5.492 5.461 -5.169
C -1.612 -7.464 7.600
H -8.171 6.586 -5.463
C -7.466 -4.052 -4.255
C 0.424 2.464 -2.399
C 1.351 -9.835 -2.374
H 2.576 -4.156 6.291
H -1.531 1.248 -1.152
H -9.661 2.579 -8.302
C 8.334 4.136 7.711
N -7.912 -5.791 -2.540
H -10.660 4.187 4.149
H -5.534 -4.852 -1.383
H 6.250 -2.097 -6.080
H -10.926 4.623 7.798
H -9.438 7.210 6.976
H 6.470 3.205 5.885
H 5.286 -9.306 -1.760
H -7.539 7.156 4.922
C 8.404 -3.554 -5.808
C 0.679 1.442 -1.166
H 5.713 5.022 10.774
H -1.656 7.898 -2.162
H 1.087 -10.167 1.061
H 6.941 -0.381 -8.049
C -1.692 -4.415 6.721
H -6.795 -8.963 -2.231
C -0.808 0.061 0.561
C -1.278 -6.921 6.222
C 3.069 -6.492 -1.781
C 3.511 -8.020 -1.741
H 1.589 0.027 -2.630
H 8.917 -3.486 -8.462
C 3.322 -8.771 -3.131
C -8.233 4.117 -7.738
H 0.023 3.451 -2.167
H 4.409 5.918 -7.537
C -10.361 5.212 4.364
H 2.695 -5.820 6.066
H 5.481 -8.044 -0.522
H 1.305 -6.401 8.436
H 6.986 1.928 6.945
C 1.389 -9.216 -0.955
H 5.540 2.836 12.477
O 6.698 1.159 -0.050
H 3.714 -5.897 -2.427
C 0.707 -5.355 6.627
H 1.858 3.504 2.514
C -7.737 -7.156 -1.929
H -0.701 0.694 2.520
H 2.816 0.878 -1.633
H 4.902 7.872 -5.545
C -9.163 -7.733 -1.797
H 10.812 1.717 -6.602
H 8.457 1.107 -5.783
H 3.032 -6.222 -0.725
N 8.251 -0.297 -0.865
H -0.254 1.943 -3.075
N 9.641 -1.557 -6.638
O -8.361 4.796 7.508
N 0.956 2.164 0.089
N 8.658 4.691 -1.747
O 7.648 1.841 9.328
H 7.898 4.077 -1.490
H 8.170 6.274 0.836
O 10.768 -2.242 -7.059
H 11.018 0.429 -5.495
C 1.990 -5.000 5.928
H 5.307 2.588 7.173
C 5.045 4.303 10.300
H -10.065 5.003 -8.416
H -8.720 5.919 -8.874
C -1.012 8.261 -1.361
H 11.432 -1.940 -6.434
H 8.649 0.437 -1.434
H 7.079 3.304 12.053
H -0.766 -7.915 8.119
H -6.735 -8.162 -0.155
H -5.018 -5.573 -3.942
O -8.889 -4.975 -1.885
H 5.755 5.401 7.230
C 7.185 0.021 -0.160
H -7.598 -6.873 0.343
C 10.831 0.628 -6.550
H -2.258 -8.319 7.801
N 2.539 8.293 -4.056
H -11.126 3.565 6.412
H -9.832 7.662 5.363
H 0.669 10.193 -3.272
O 3.043 -8.470 0.712
H -8.123 3.729 3.571
H -8.068 -4.474 -5.059
C -5.770 -7.441 -3.418
H 3.745 -8.072 -3.853
O -9.541 3.352 -5.804
H 11.764 0.382 -7.056
H -7.968 3.601 -3.289
H -2.293 -3.573 6.379
H 10.870 -0.504 -8.933
H 2.777 2.353 0.084
H -7.238 5.226 3.201
C 5.774 2.875 10.261
C -10.020 5.481 5.926
H -5.561 4.223 4.978
C 0.449 9.182 -2.930
C 6.337 2.802 6.889
H 1.668 -10.877 -2.417
H -11.046 7.441 6.593
H -9.080 -8.818 -1.732
H 3.803 1.782 10.424
H 0.695 -7.325 -0.271
C -5.941 5.296 -7.229
H 4.352 7.429 -3.266
H -0.048 -10.674 -0.132
H -6.296 -6.172 -5.103
H -6.236 3.805 6.585
C 1.727 8.325 -2.778
H 1.537 -4.534 8.465
C 7.138 -1.472 -6.173
C 1.931 0.705 1.989
C -7.447 4.441 -5.259
H -1.825 -4.580 7.790
H 6.626 1.573 11.952
H -8.915 3.132 -9.701
C -0.657 0.652 -0.890
C 0.919 2.951 2.522
H -6.781 4.863 -9.203
C 8.341 0.635 -6.759
C 9.946 0.034 -8.715
H 2.001 -6.335 -1.931
N 8.162 5.545 0.136
H -7.558 -8.540 -3.665
H -1.987 -6.639 8.206
H 8.507 -1.253 -1.065
H 7.220 -3.654 -8.135
H -9.558 -7.620 -2.807
C -9.204 5.589 3.485
H 8.735 4.825 8.455
C 0.860 1.703 1.521
H 1.267 -7.689 5.094
H 5.544 -7.630 -2.192
H -7.971 2.140 -8.665
C -7.584 4.995 5.266
H 7.442 -4.062 -5.877
H 9.217 4.436 -2.548
H 3.096 6.333 -3.770
C 1.805 0.470 -1.658
H 1.370 2.551 -2.932
O -0.174 9.319 -1.625
H 3.669 -9.187 0.839
C -10.143 7.000 6.172
H -7.202 6.211 -4.095
H -6.787 6.671 6.416
H 8.916 3.216 7.750
C -0.246 -4.110 6.352
H 6.668 5.852 8.679
H 6.052 -0.992 1.190
C -6.447 3.890 5.519
C 6.111 5.048 8.199
```